1.
DFT (ωB97M-V with the def2-TZVPD basis set) results for 2 unconnected molecules or ions with the total composition C2H9NOS.

Geometry as ORCA input:
```
! RIJCOSX wB97M-V def2-TZVPD def2/J DEFGRID3
* xyz 1 2
C 2.167 -1.242 0.430
S 2.028 -1.816 -1.271
H 1.587 -0.452 0.784
H 2.003 -1.987 1.222
H 3.234 -1.085 0.802
H 2.182 -0.509 -1.655
N -2.331 1.602 0.029
C -1.118 0.827 0.019
O -1.300 -0.570 -0.322
H -2.360 2.333 0.610
H -2.650 1.863 -0.916
H -0.267 1.286 -0.538
H -0.942 0.467 1.078
H -2.234 -0.717 -0.271
*
```

The orbital gap (spin up / spin down) is 0.303 / 0.129 hartree. For the largest force on an atom, the calculation gives 5.825 eV Å⁻¹. The calculation puts the energy relative to the best compared isomer or geometry (same formula, charge and spin) at 177.8 kJ/mol.

Calculated atomic charges, method Mulliken, unit e: atom 1 (C): -0.75, atom 2 (S): 0.36, atom 3 (H): 0.27, atom 4 (H): 0.37, atom 5 (H): 0.42, atom 6 (H): 0.30, atom 7 (N): -0.53, atom 8 (C): -0.09, atom 9 (O): -0.52, atom 10 (H): 0.19, atom 11 (H): 0.22, atom 12 (H): 0.17, atom 13 (H): 0.29, atom 14 (H): 0.30

=====

2.
DFT (ωB97M-V with the def2-TZVPD basis set) results for a molecular structure, C19H22CuN2S.

Geometry as ORCA input:
```
! RIJCOSX wB97M-V def2-TZVPD def2/J DEFGRID3
* xyz 0 2
C -1.305 1.137 3.965
C -1.470 -0.345 4.057
H -0.724 1.553 4.786
H -2.257 1.661 3.916
H -0.781 1.394 3.039
H -1.149 -0.848 3.141
H -0.839 -0.769 4.854
H -2.500 -0.632 4.285
C -0.152 2.565 -1.911
C 0.139 3.460 -2.947
C 0.311 2.968 -4.249
C 0.254 1.592 -4.475
H -0.277 2.856 -0.868
H 0.195 4.517 -2.717
H 0.482 3.657 -5.077
H 0.413 1.132 -5.452
N -0.315 1.261 -2.165
C -0.060 0.746 -3.405
C -0.188 -0.693 -3.434
N -0.537 -1.201 -2.218
C -0.582 -2.526 -2.011
C -0.188 -2.918 -4.359
C -0.459 -3.414 -3.077
H -0.734 -2.826 -0.973
H -0.595 -4.478 -2.888
C 0.000 -1.539 -4.532
H 0.268 -1.080 -5.481
H -0.116 -3.593 -5.212
Cu -1.227 0.072 -0.920
C -3.107 -0.106 -0.566
H -3.438 -1.083 -0.969
H -3.646 0.712 -1.088
H -3.245 -0.064 0.523
S 1.437 -0.133 0.297
C 1.963 -0.211 1.877
C 2.198 -1.462 2.524
C 2.465 -1.507 3.888
C 2.570 -0.322 4.630
C 2.509 0.918 3.977
C 2.245 0.981 2.614
H 2.167 -2.364 1.922
H 2.609 -2.475 4.377
H 2.732 -0.363 5.709
H 2.686 1.842 4.532
H 2.247 1.927 2.080
*
```

The orbital gap (spin up / spin down) is 0.226 / 0.156 hartree. For the largest force on an atom, the calculation gives 2.358 eV Å⁻¹.

Calculated atomic charges, method Mulliken, unit e: atom 1 (C): -0.66, atom 2 (C): -0.73, atom 3 (H): 0.27, atom 4 (H): 0.35, atom 5 (H): 0.05, atom 6 (H): 0.12, atom 7 (H): 0.28, atom 8 (H): 0.32, atom 9 (C): -0.04, atom 10 (C): -0.67, atom 11 (C): -0.41, atom 12 (C): -0.77, atom 13 (H): 0.39, atom 14 (H): 0.38, atom 15 (H): 0.40, atom 16 (H): 0.34, atom 17 (N): 0.22, atom 18 (C): 0.60, atom 19 (C): 0.54, atom 20 (N): 0.37, atom 21 (C): -0.27, atom 22 (C): -0.49, atom 23 (C): -0.59, atom 24 (H): 0.40, atom 25 (H): 0.37, atom 26 (C): -0.67, atom 27 (H): 0.35, atom 28 (H): 0.41, atom 29 (Cu): -0.80, atom 30 (C): -0.63, atom 31 (H): 0.19, atom 32 (H): 0.15, atom 33 (H): 0.19, atom 34 (S): -0.06, atom 35 (C): 0.44, atom 36 (C): -0.46, atom 37 (C): -0.45, atom 38 (C): -0.37, atom 39 (C): -0.42, atom 40 (C): -0.50, atom 41 (H): 0.38, atom 42 (H): 0.34, atom 43 (H): 0.38, atom 44 (H): 0.37, atom 45 (H): 0.37

=====

3.
DFT (ωB97M-V with the def2-TZVPD basis set) results for a single CH2O2S4 molecule.

Geometry as ORCA input:
```
! RIJCOSX wB97M-V def2-TZVPD def2/J DEFGRID3
* xyz 0 1
C -0.863 -0.359 0.140
O 0.002 3.071 -0.128
O -1.001 0.857 -0.509
S 0.493 -0.052 1.312
S 1.909 -1.441 0.606
S 1.274 -2.223 -1.029
S 0.378 1.808 -0.524
H -1.809 -0.557 0.564
H -0.384 -1.105 -0.431
*
```

The orbital gap (spin up / spin down) is 0.202 / 0.293 hartree. For the largest force on an atom, the calculation gives 6.361 eV Å⁻¹. The calculation puts the energy relative to the best compared isomer or geometry (same formula, charge and spin) at 181.1 kJ/mol.

Calculated atomic charges, method Mulliken, unit e: atom 1 (C): 0.15, atom 2 (O): -0.37, atom 3 (O): -0.32, atom 4 (S): -0.13, atom 5 (S): 0.15, atom 6 (S): -0.25, atom 7 (S): 0.49, atom 8 (H): 0.29, atom 9 (H): 0.00

=====

4.
DFT (ωB97M-V with the def2-TZVPD basis set) results for a gas-phase ion, C4H9O2 (charge -1).

Geometry as ORCA input:
```
! RIJCOSX wB97M-V def2-TZVPD def2/J DEFGRID3
* xyz -1 1
C -0.250 -1.345 1.266
O -1.479 -0.721 1.703
C 0.326 -0.707 -0.010
C 0.030 0.811 -0.095
C 0.431 1.282 -1.544
O -1.178 1.174 0.274
H 0.419 -1.365 2.135
H -0.532 -2.393 1.102
H -0.078 -1.241 -0.883
H 1.395 -0.944 0.031
H 0.951 1.197 0.491
H -0.346 0.863 -2.194
H 0.422 2.367 -1.555
H 1.405 0.893 -1.853
H -1.516 0.130 1.133
*
```

The orbital gap is 0.287 hartree. For the largest force on an atom, the calculation gives 3.297 eV Å⁻¹. The calculation puts the energy relative to the best compared isomer or geometry (same formula, charge and spin) at 173.4 kJ/mol.

Calculated atomic charges, method Mulliken, unit e: atom 1 (C): -0.43, atom 2 (O): -0.67, atom 3 (C): -0.79, atom 4 (C): 0.60, atom 5 (C): -1.36, atom 6 (O): -0.85, atom 7 (H): 0.20, atom 8 (H): 0.22, atom 9 (H): 0.28, atom 10 (H): 0.33, atom 11 (H): 0.04, atom 12 (H): 0.32, atom 13 (H): 0.35, atom 14 (H): 0.30, atom 15 (H): 0.45

=====

5.
DFT (ωB97M-V with the def2-TZVPD basis set) results for a molecular structure, C45H41FN6O3PtSeSi.

Geometry as ORCA input:
```
! RIJCOSX wB97M-V def2-TZVPD def2/J DEFGRID3
* xyz 2 5
Pt 0.396 -1.465 0.605
Se 0.703 -7.188 5.686
N 1.682 -6.811 4.105
C 1.211 -5.673 3.711
C 1.691 -5.009 2.499
C 2.691 -5.561 1.695
C 3.088 -4.879 0.568
C 2.480 -3.668 0.254
N 1.526 -3.131 1.006
C 1.127 -3.791 2.126
C 0.092 -3.188 2.933
N -0.403 -2.014 2.511
C -1.362 -1.411 3.200
C -1.883 -1.954 4.382
C -1.396 -3.148 4.843
C -0.376 -3.810 4.113
C 0.171 -5.038 4.507
N -0.233 -5.706 5.652
H 3.129 -6.510 1.972
H 3.854 -5.270 -0.086
H 2.766 -3.124 -0.632
H -1.723 -0.475 2.793
H -2.663 -1.426 4.910
H -1.769 -3.608 5.748
C -6.615 0.218 -1.682
C -5.449 0.592 -2.586
C -5.560 1.976 -3.204
C -5.518 3.052 -2.129
C -4.315 2.871 -1.244
C -3.784 3.930 -0.546
C -2.653 3.752 0.249
F -2.160 4.814 0.897
C -2.023 2.550 0.364
C -2.537 1.450 -0.338
C -1.866 0.167 -0.263
O -0.780 0.150 0.442
C -2.438 -0.913 -0.947
C -3.579 -0.663 -1.701
N -4.176 0.509 -1.812
C -3.685 1.612 -1.128
C -2.046 -2.386 -0.949
O -2.722 -3.151 -1.603
O -1.048 -2.795 -0.223
H -7.548 0.288 -2.240
H -6.681 0.878 -0.817
H -6.512 -0.806 -1.322
H -5.349 -0.148 -3.380
H -6.488 2.031 -3.772
H -4.739 2.122 -3.910
H -6.426 3.018 -1.521
H -5.489 4.043 -2.580
H -4.228 4.915 -0.615
H -1.134 2.453 0.965
H -4.021 -1.498 -2.230
C 1.186 -1.000 -1.228
Si 2.053 0.628 -1.494
C 3.283 1.103 0.017
N 2.803 0.931 1.313
C 3.225 -0.169 2.157
C 3.831 0.368 3.466
C 3.050 1.587 3.988
C 1.658 1.651 3.363
C 1.792 1.828 1.857
C 0.888 2.061 -1.753
C 1.102 3.359 -1.285
C 0.279 4.410 -1.667
C -0.771 4.182 -2.545
C -0.996 2.902 -3.034
C -0.178 1.854 -2.637
C 3.287 0.546 -2.878
C 3.361 1.561 -3.835
C 4.297 1.503 -4.859
C 5.174 0.432 -4.937
C 5.119 -0.585 -3.991
C 4.183 -0.525 -2.973
H 1.819 -1.800 -1.615
H 0.337 -0.969 -1.924
H 3.465 2.159 -0.205
H 4.181 0.512 -0.157
H 3.922 -0.793 1.603
H 2.334 -0.766 2.384
H 4.878 0.621 3.304
H 3.808 -0.451 4.186
H 3.584 2.506 3.736
H 2.984 1.557 5.074
H 1.088 2.492 3.756
H 1.085 0.748 3.593
H 2.093 2.849 1.608
H 0.854 1.623 1.325
H 1.934 3.581 -0.627
H 0.466 5.408 -1.292
H -1.401 5.003 -2.860
H -1.798 2.723 -3.738
H -0.364 0.867 -3.049
H 2.678 2.402 -3.789
H 4.339 2.293 -5.597
H 5.903 0.387 -5.735
H 5.803 -1.421 -4.055
H 4.151 -1.333 -2.246
*
```

The orbital gap (spin up / spin down) is 0.201 / 0.196 hartree. For the largest force on an atom, the calculation gives 0.076 eV Å⁻¹. The calculation puts the energy relative to the best compared isomer or geometry (same formula, charge and spin) at 0.0 kJ/mol.

Calculated atomic charges, method Mulliken, unit e: atom 1 (Pt): 0.94, atom 2 (Se): 0.37, atom 3 (N): -0.93, atom 4 (C): 0.87, atom 5 (C): 0.81, atom 6 (C): -0.50, atom 7 (C): -1.11, atom 8 (C): 0.29, atom 9 (N): 0.11, atom 10 (C): -0.30, atom 11 (C): 0.16, atom 12 (N): -0.22, atom 13 (C): -0.10, atom 14 (C): -1.08, atom 15 (C): -0.86, atom 16 (C): 0.34, atom 17 (C): 0.72, atom 18 (N): -0.86, atom 19 (H): 0.57, atom 20 (H): 0.55, atom 21 (H): 0.17, atom 22 (H): 0.40, atom 23 (H): 0.51, atom 24 (H): 0.55, atom 25 (C): -1.36, atom 26 (C): -0.39, atom 27 (C): -0.97, atom 28 (C): -1.43, atom 29 (C): 1.02, atom 30 (C): -0.45, atom 31 (C): -0.43, atom 32 (F): -0.42, atom 33 (C): -0.32, atom 34 (C): 0.60, atom 35 (C): 0.40, atom 36 (O): -0.21, atom 37 (C): -0.24, atom 38 (C): -0.18, atom 39 (N): 0.08, atom 40 (C): -0.24, atom 41 (C): 0.24, atom 42 (O): -0.71, atom 43 (O): -0.58, atom 44 (H): 0.40, atom 45 (H): 0.36, atom 46 (H): 0.41, atom 47 (H): 0.52, atom 48 (H): 0.44, atom 49 (H): 0.30, atom 50 (H): 0.41, atom 51 (H): 0.52, atom 52 (H): 0.58, atom 53 (H): 0.56, atom 54 (H): 0.75, atom 55 (C): -0.75, atom 56 (Si): -0.43, atom 57 (C): -1.03, atom 58 (N): 0.17, atom 59 (C): -0.31, atom 60 (C): -1.01, atom 61 (C): -0.75, atom 62 (C): -0.81, atom 63 (C): 0.08, atom 64 (C): 1.70, atom 65 (C): -0.46, atom 66 (C): -0.98, atom 67 (C): -0.80, atom 68 (C): -0.60, atom 69 (C): -0.51, atom 70 (C): 0.70, atom 71 (C): -0.27, atom 72 (C): -0.80, atom 73 (C): -0.61, atom 74 (C): -0.73, atom 75 (C): -0.47, atom 76 (H): 0.86, atom 77 (H): 0.20, atom 78 (H): 0.52, atom 79 (H): 0.79, atom 80 (H): 0.64, atom 81 (H): -0.13, atom 82 (H): 0.36, atom 83 (H): 0.43, atom 84 (H): 0.33, atom 85 (H): 0.46, atom 86 (H): 0.61, atom 87 (H): 0.15, atom 88 (H): 0.57, atom 89 (H): -0.27, atom 90 (H): 0.37, atom 91 (H): 0.49, atom 92 (H): 0.44, atom 93 (H): 0.47, atom 94 (H): 0.53, atom 95 (H): 0.33, atom 96 (H): 0.44, atom 97 (H): 0.41, atom 98 (H): 0.45, atom 99 (H): 0.14